4 unconnected molecules or ions with the total composition C14H21F3N2O11P, computed with ωB97M-V/def2-TZVPD.

The geometry in XYZ format:
```
52
Properties=species:S:1:pos:R:3:forces:R:3
N 3.51479 -2.01342 1.06227 0.29 0.26 0.54
P 4.41197 -0.83886 1.69705 0.24 -0.18 -2.23
N 5.07624 0.17227 0.59613 -0.73 -0.19 1.51
C 4.72844 1.57485 0.73598 0.17 -0.27 0.03
C 3.23084 1.95072 0.46389 0.16 0.23 -0.44
C 2.45879 0.92967 -0.38291 -0.46 -0.25 0.07
C 1.12904 0.47878 0.22861 0.10 0.18 -0.22
O 1.23016 0.24565 1.67038 0.23 0.83 0.07
C 0.42715 0.99762 2.41011 0.01 -0.45 0.05
O -0.77552 0.98619 2.34341 -0.49 0.17 -0.21
H 3.87927 -2.91765 1.34495 -0.10 -0.03 0.04
H 5.39860 -1.45908 2.52568 -0.08 0.21 0.16
H 3.66929 -0.04861 2.62277 0.24 0.06 0.19
H 5.33790 2.13988 0.01934 0.01 -0.03 0.00
H 4.99177 1.99794 1.72578 -0.07 0.05 -0.08
H 3.22971 2.90300 -0.08299 -0.01 0.01 0.12
H 2.70490 2.17090 1.39765 0.08 -0.25 0.06
H 2.16199 1.39438 -1.32319 0.15 -0.12 0.11
H 3.03988 0.04414 -0.63670 0.32 0.11 0.36
H 0.77903 -0.45127 -0.21533 0.02 0.00 -0.06
H 0.39657 1.27597 0.07819 -0.21 -0.20 0.04
H 0.92278 1.64901 3.14437 0.35 -0.29 0.06
C -3.13973 0.07614 4.31239 0.38 0.36 -0.06
C -3.79090 -1.05147 3.56439 -0.04 -0.30 0.19
O -5.04087 -1.18424 4.22605 -0.01 0.27 -0.22
C -5.35356 0.04017 4.74092 -0.01 0.09 0.08
O -6.42790 0.34806 5.13663 -0.02 -0.05 0.07
O -4.27428 0.85696 4.71980 -0.08 -0.30 -0.06
F -3.10153 -2.21687 3.68090 -0.11 0.01 0.00
H -2.60368 -0.27514 5.19577 -0.06 -0.15 -0.04
H -2.46741 0.64698 3.67958 -0.09 0.22 0.07
H -3.96289 -0.84577 2.50799 0.03 -0.11 -0.01
C 0.61344 1.47849 -6.02771 -0.26 0.09 -0.20
C 1.47841 0.35411 -5.51091 0.30 0.09 0.05
O 1.77442 0.77822 -4.19540 -0.31 -0.14 -0.08
C 0.74382 1.56444 -3.77810 0.06 0.07 0.12
O 0.54503 1.87502 -2.65501 -0.30 0.17 -0.24
O -0.03010 1.93315 -4.83510 0.13 -0.12 -0.05
F 2.63020 0.23727 -6.21754 -0.03 0.01 0.06
H 1.21636 2.28490 -6.44843 0.13 -0.08 0.03
H -0.11860 1.15389 -6.76333 -0.13 0.03 0.15
H 0.98353 -0.61818 -5.47275 0.11 -0.05 -0.06
C -2.49208 -1.34344 -0.99741 0.34 0.16 0.10
C -3.63374 -2.04267 -0.29997 -0.16 0.16 -0.12
O -4.26760 -2.73482 -1.36020 0.25 -0.16 0.19
C -3.31354 -2.99135 -2.30243 0.09 0.07 -0.17
O -3.44098 -3.75848 -3.19520 -0.07 0.01 -0.06
O -2.20482 -2.25081 -2.06928 -0.21 -0.02 0.10
F -4.51724 -1.16021 0.24355 0.01 -0.10 -0.07
H -2.80235 -0.38144 -1.40835 -0.12 -0.02 0.06
H -1.62103 -1.19870 -0.36207 0.08 -0.14 -0.12
H -3.32399 -2.75628 0.46580 -0.11 0.07 0.10
```
Positions in Å, forces in eV/Å.

The calculation puts the HOMO energy at -3.4 eV. The value obtained for the frontier orbital gap is 5.449 eV. The LUMO energy comes out at 2.041 eV. The value obtained for the total energy is -57802.188 eV. The charge is -1. The maximum force comes out at 2.25 eV/Å.

Here are the Löwdin charges for atoms 1 to 4, given in e:
1. N -0.342
2. P 0.442
3. N -0.331
4. C -0.418